Here is a structure of composition C44H60F24GaN3O20S in a non-equilibrium geometry from the OMol25 dataset. Energies are from ωB97M-V/def2-TZVPD.

Atoms and positions in Å:
C: -5.26 10.92 1.99
C: -4.97 9.32 1.77
O: -5.50 8.48 2.70
N: -4.22 8.68 0.62
C: -2.97 9.43 0.22
C: -3.98 7.20 0.83
C: -2.86 6.56 -0.23
C: -2.82 4.91 0.07
C: -2.02 4.53 1.45
Ga: -0.01 5.02 1.46
C: 1.20 3.74 0.36
C: 1.15 4.12 -1.25
S: 2.66 5.20 -1.73
C: 1.88 6.93 -1.88
N: 1.87 7.87 -0.70
N: 1.19 8.99 -1.21
C: 0.77 8.75 -2.67
O: 1.23 7.40 -3.12
C: 0.61 4.85 3.47
O: 0.96 5.92 4.20
O: 0.63 3.53 4.18
H: -5.62 11.05 3.11
H: -5.98 11.41 1.21
H: -4.22 11.50 1.94
H: -2.83 9.25 -0.95
H: -3.02 10.59 0.36
H: -1.98 9.05 0.74
H: -3.57 6.92 1.90
H: -5.01 6.65 0.57
H: -3.12 6.80 -1.35
H: -1.76 6.93 0.02
H: -2.21 4.40 -0.82
H: -3.93 4.50 0.08
H: -2.10 3.38 1.70
H: -2.50 5.09 2.39
H: 0.30 6.54 1.05
H: 0.72 2.67 0.45
H: 2.32 3.70 0.69
H: 0.16 4.76 -1.40
H: 1.04 3.19 -1.96
H: 0.17 9.49 -3.35
C: -0.03 -3.12 2.98
C: 0.47 -1.70 3.18
O: 1.19 -1.25 2.02
C: 0.42 -0.74 1.00
O: -0.80 -0.67 1.04
C: 1.31 -0.26 -0.15
F: 2.31 -1.13 -0.45
F: 1.91 0.93 0.13
F: 0.62 -0.07 -1.31
H: 0.79 -3.78 2.70
H: -0.50 -3.49 3.89
H: -0.76 -3.16 2.16
H: 1.18 -1.68 4.01
H: -0.34 -1.01 3.43
C: 1.44 -8.36 -1.50
C: 0.31 -7.40 -1.19
O: -0.22 -7.65 0.12
C: 0.45 -7.07 1.16
O: 1.45 -6.37 1.03
C: -0.25 -7.38 2.49
F: -0.63 -8.69 2.59
F: -1.38 -6.64 2.66
F: 0.54 -7.13 3.57
H: 1.11 -9.39 -1.38
H: 1.79 -8.22 -2.53
H: 2.28 -8.21 -0.82
H: -0.51 -7.55 -1.90
H: 0.62 -6.35 -1.29
C: -6.63 3.76 -5.07
C: -5.88 5.05 -5.38
O: -6.34 6.11 -4.53
C: -5.77 6.18 -3.29
O: -4.92 5.39 -2.88
C: -6.32 7.38 -2.51
F: -7.67 7.52 -2.63
F: -5.77 8.55 -2.94
F: -6.07 7.31 -1.17
H: -7.71 3.92 -5.14
H: -6.34 2.97 -5.77
H: -6.42 3.42 -4.06
H: -6.09 5.36 -6.41
H: -4.80 4.92 -5.29
C: -7.91 11.00 -3.12
C: -8.96 10.76 -2.05
O: -9.86 11.87 -1.98
C: -10.89 11.87 -2.88
O: -11.07 10.99 -3.72
C: -11.80 13.08 -2.65
F: -11.10 14.23 -2.44
F: -12.61 12.92 -1.57
F: -12.63 13.33 -3.71
H: -7.39 11.95 -2.94
H: -7.17 10.19 -3.12
H: -8.36 11.06 -4.11
H: -8.47 10.67 -1.07
H: -9.50 9.82 -2.22
C: 1.58 -9.06 6.96
C: 2.45 -8.89 5.73
O: 3.75 -8.42 6.09
C: 4.65 -9.38 6.50
O: 4.39 -10.57 6.57
C: 6.00 -8.74 6.81
F: 5.90 -7.58 7.53
F: 6.69 -8.43 5.68
F: 6.82 -9.56 7.54
H: 1.54 -8.12 7.53
H: 0.56 -9.34 6.68
H: 1.98 -9.82 7.63
H: 2.01 -8.14 5.06
H: 2.51 -9.83 5.16
C: 8.50 -6.53 3.84
C: 9.73 -7.33 3.46
O: 9.76 -7.56 2.05
C: 10.28 -6.55 1.28
O: 10.70 -5.50 1.73
C: 10.29 -6.96 -0.20
F: 9.14 -7.56 -0.59
F: 11.30 -7.83 -0.48
F: 10.46 -5.89 -1.04
H: 7.59 -7.03 3.48
H: 8.43 -6.42 4.93
H: 8.52 -5.54 3.39
H: 9.70 -8.31 3.95
H: 10.65 -6.84 3.80
C: 8.05 -10.39 0.45
C: 7.48 -11.37 1.46
O: 6.06 -11.21 1.56
C: 5.31 -11.87 0.62
O: 5.78 -12.56 -0.28
C: 3.81 -11.66 0.88
F: 3.51 -10.36 1.18
F: 3.36 -12.41 1.92
F: 3.04 -11.99 -0.19
H: 7.76 -9.37 0.70
H: 9.14 -10.45 0.42
H: 7.67 -10.59 -0.56
H: 7.90 -11.16 2.45
H: 7.74 -12.41 1.21
C: 1.53 -0.55 -4.51
C: 0.58 0.19 -5.43
O: 0.17 -0.66 -6.51
C: -0.87 -1.51 -6.25
O: -1.45 -1.57 -5.17
C: -1.24 -2.31 -7.50
F: -0.14 -2.78 -8.16
F: -1.93 -1.56 -8.41
F: -2.01 -3.39 -7.23
H: 2.38 -0.95 -5.07
H: 1.91 0.11 -3.72
H: 1.04 -1.40 -4.03
H: 1.09 1.05 -5.87
H: -0.29 0.58 -4.88

Summary:
**LUMO level**: 2.10 eV
**HOMO energy**: 0.25 eV
**Molecular weight**: 1508.7 g mol⁻¹
**Total charge**: -2

Atom charges from the Mulliken analysis, given in e for atoms 1 to 8: -0.8626 0.5349 -0.6006 0.3685 -0.7996 -0.7973 0.2873 -0.4248

***

Here is a structure of composition C44H61NO3P2PdS2Si from the OMol25 dataset. Energies are from ωB97M-V/def2-TZVPD.

Atoms and positions in Å:
Pd: -0.14 -0.34 0.05
C: 0.84 -0.46 3.85
Si: -0.09 0.11 2.27
C: -0.51 1.96 2.65
C: -0.18 2.61 3.84
C: -0.47 3.95 4.07
C: -1.11 4.68 3.08
C: -1.44 4.07 1.88
C: -1.14 2.73 1.64
P: -1.50 1.88 0.03
C: -3.11 2.72 -0.43
C: -4.12 2.40 0.69
C: -5.50 2.99 0.39
C: -6.03 2.51 -0.96
C: -5.03 2.80 -2.07
C: -3.67 2.19 -1.75
C: -0.20 2.63 -1.09
C: -0.25 4.13 -1.45
C: -0.69 4.37 -2.89
C: 0.27 3.71 -3.89
C: 0.89 2.42 -3.34
C: -0.06 1.75 -2.35
C: -1.88 -0.66 2.66
C: -2.49 -0.34 3.88
C: -3.71 -0.87 4.27
C: -4.35 -1.77 3.44
C: -3.78 -2.10 2.22
C: -2.57 -1.54 1.81
P: -1.82 -1.89 0.15
C: -1.23 -3.65 0.33
C: -0.21 -3.98 -0.77
C: 0.51 -5.29 -0.47
C: -0.48 -6.44 -0.27
C: -1.48 -6.11 0.82
C: -2.22 -4.80 0.52
C: -3.25 -1.84 -1.04
C: -4.57 -2.63 -0.92
C: -5.34 -2.52 -2.24
C: -4.60 -3.26 -3.37
C: -3.08 -3.24 -3.15
C: -2.66 -1.95 -2.46
H: 0.32 -0.26 4.79
H: 1.82 0.04 3.88
H: 1.02 -1.53 3.78
H: 0.32 2.04 4.63
H: -0.20 4.42 5.01
H: -1.35 5.73 3.25
H: -1.95 4.66 1.13
H: -3.00 3.80 -0.51
H: -3.76 2.77 1.65
H: -4.19 1.31 0.79
H: -5.43 4.08 0.38
H: -6.20 2.72 1.19
H: -6.99 2.98 -1.17
H: -6.21 1.43 -0.91
H: -4.92 3.88 -2.19
H: -5.40 2.41 -3.02
H: -2.97 2.35 -2.57
H: -3.78 1.10 -1.66
H: 0.69 2.44 -0.48
H: 0.76 4.55 -1.33
H: -0.88 4.68 -0.75
H: -0.76 5.45 -3.09
H: -1.70 3.97 -3.02
H: 1.07 4.40 -4.16
H: -0.26 3.49 -4.82
H: 1.82 2.64 -2.81
H: 1.16 1.75 -4.15
H: 0.31 0.76 -2.05
H: -1.03 1.57 -2.82
H: -1.99 0.35 4.55
H: -4.15 -0.60 5.22
H: -5.30 -2.22 3.72
H: -4.29 -2.81 1.58
H: -0.65 -3.54 1.26
H: 0.50 -3.16 -0.85
H: -0.71 -4.06 -1.74
H: 1.11 -5.17 0.44
H: 1.21 -5.52 -1.28
H: 0.05 -7.37 -0.04
H: -1.02 -6.61 -1.21
H: -0.96 -6.00 1.78
H: -2.21 -6.92 0.94
H: -2.92 -4.57 1.33
H: -2.80 -4.93 -0.40
H: -3.53 -0.78 -0.90
H: -5.17 -2.22 -0.11
H: -4.39 -3.68 -0.69
H: -5.43 -1.45 -2.49
H: -6.35 -2.90 -2.13
H: -4.85 -2.79 -4.33
H: -4.96 -4.29 -3.43
H: -2.56 -3.36 -4.10
H: -2.79 -4.09 -2.53
H: -2.99 -1.10 -3.07
H: -1.57 -1.87 -2.41
O: 2.83 1.93 -6.95
S: 2.31 0.60 -7.14
O: 2.58 -0.02 -8.42
N: 2.70 -0.38 -5.90
C: 1.65 -0.78 -5.22
S: 1.65 -1.80 -3.88
C: 0.35 -0.25 -5.77
C: -0.94 -0.48 -5.30
C: -1.99 0.16 -5.94
C: -1.77 1.02 -7.01
C: -0.48 1.24 -7.49
C: 0.56 0.59 -6.84
H: -1.08 -1.14 -4.46
H: -3.00 0.01 -5.58
H: -2.60 1.52 -7.49
H: -0.29 1.90 -8.32
O: 3.15 -0.34 -0.80
H: 2.84 -0.70 -1.64
H: 2.41 -0.47 -0.17

Summary:
**LUMO level**: 4.02 eV
**HOMO energy**: -0.61 eV
**Molecular weight**: 912.6 g mol⁻¹
**Total charge**: -2
**Energy relative to the best compared isomer or geometry (same formula, charge and spin)**: 3.6 kcal/mol

Atom charges from the Mulliken analysis, given in e for atoms 1 to 8: -0.0163 -1.5321 -0.4294 -0.1129 -0.3135 -0.7420 -1.0722 -0.0563

***

Here is a structure of composition C44H63N5O2V in a non-equilibrium geometry from the OMol25 dataset. Energies are from ωB97M-V/def2-TZVPD.

Atoms and positions in Å:
V: 0.57 0.39 0.69
C: -0.19 -3.01 -1.74
N: -0.88 -2.09 -0.83
C: -1.60 -2.84 0.20
C: -1.76 -1.25 -1.62
C: -2.40 -0.13 -0.84
N: -1.54 1.02 -0.50
C: -2.38 1.90 0.35
C: -2.77 1.34 1.70
C: -4.04 1.66 2.17
C: -4.50 1.24 3.41
C: -3.60 0.49 4.17
C: -2.32 0.15 3.77
C: -1.91 0.56 2.48
O: -0.73 0.18 1.99
C: -1.44 -0.72 4.70
C: 0.07 -0.50 4.53
C: -1.74 -2.20 4.39
C: -1.77 -0.44 6.18
C: -5.89 1.57 3.95
C: -5.77 2.37 5.26
C: -6.66 0.27 4.22
C: -6.70 2.40 2.96
C: -1.18 1.75 -1.74
C: 0.10 2.54 -1.72
C: 0.06 3.89 -2.02
C: 1.22 4.64 -2.16
C: 2.42 3.94 -2.08
C: 2.51 2.57 -1.78
C: 1.32 1.88 -1.51
O: 1.31 0.59 -1.07
C: 3.86 1.85 -1.83
C: 4.25 1.23 -0.48
C: 5.01 2.78 -2.24
C: 3.77 0.73 -2.88
C: 1.15 6.14 -2.46
C: 0.47 6.38 -3.81
C: 2.54 6.78 -2.49
C: 0.33 6.85 -1.36
H: -0.91 -3.54 -2.39
H: 0.50 -2.44 -2.38
H: 0.37 -3.75 -1.19
H: -2.43 -3.42 -0.22
H: -0.91 -3.53 0.70
H: -1.99 -2.17 0.97
H: -1.17 -0.87 -2.45
H: -2.57 -1.85 -2.06
H: -3.26 0.24 -1.43
H: -2.81 -0.50 0.09
H: -1.88 2.86 0.45
H: -3.30 2.12 -0.19
H: -4.68 2.26 1.53
H: -3.94 0.15 5.15
H: 0.45 -0.90 3.60
H: 0.33 0.57 4.57
H: 0.59 -1.00 5.36
H: -1.48 -2.44 3.36
H: -1.16 -2.86 5.05
H: -2.80 -2.42 4.54
H: -1.74 0.63 6.39
H: -2.74 -0.82 6.48
H: -1.02 -0.93 6.81
H: -5.25 1.79 6.03
H: -5.22 3.29 5.09
H: -6.76 2.62 5.64
H: -6.14 -0.36 4.95
H: -7.66 0.49 4.62
H: -6.78 -0.31 3.30
H: -6.22 3.37 2.75
H: -6.84 1.88 2.01
H: -7.69 2.61 3.37
H: -1.08 1.01 -2.53
H: -2.00 2.40 -2.04
H: -0.92 4.36 -2.15
H: 3.34 4.49 -2.23
H: 4.29 2.00 0.30
H: 3.53 0.46 -0.18
H: 5.24 0.77 -0.55
H: 5.14 3.60 -1.52
H: 5.94 2.20 -2.27
H: 4.85 3.22 -3.23
H: 2.99 0.01 -2.61
H: 3.53 1.15 -3.87
H: 4.73 0.20 -2.96
H: 1.01 5.86 -4.61
H: -0.56 6.01 -3.81
H: 0.44 7.45 -4.05
H: 3.14 6.39 -3.31
H: 2.43 7.86 -2.65
H: 3.08 6.63 -1.56
H: -0.69 6.45 -1.30
H: 0.81 6.71 -0.38
H: 0.27 7.92 -1.56
N: 3.17 0.86 2.60
C: 3.01 -0.43 2.17
C: 4.00 -1.37 2.55
C: 3.93 -2.65 2.12
C: 2.82 -3.02 1.31
C: 1.89 -2.09 1.02
N: 1.96 -0.77 1.40
C: 2.48 2.02 2.31
C: 2.98 3.21 2.87
C: 2.31 4.38 2.70
C: 1.11 4.36 1.96
C: 0.70 3.18 1.42
N: 1.36 1.99 1.56
H: 3.98 1.01 3.16
H: 4.83 -1.04 3.17
H: 4.69 -3.37 2.39
H: 2.69 -4.04 0.96
H: 1.01 -2.32 0.45
H: 3.90 3.18 3.45
H: 2.70 5.30 3.12
H: 0.53 5.25 1.78
H: -0.18 3.15 0.81

Summary:
**LUMO level (alpha / beta)**: 0.45 / 0.50 eV
**HOMO energy (alpha / beta)**: -4.97 / -5.09 eV
**Molecular weight**: 745.0 g mol⁻¹
**2S+1**: 2

Atom charges from the Mulliken analysis, given in e for atoms 1 to 8: 0.8927 -1.2064 0.6812 -0.8963 -1.8206 -0.9405 1.5294 -2.1529

***

> Number 3 is which compound?

C44H63N5O2V

***

> Among the records above, which one has the lowest molecular weight?

C44H63N5O2V

***

> Which of these has the highest molecular weight?

C44H60F24GaN3O20S